Entry 1:
Here is a structure of composition C21H40CoNO2P2Si at a distorted geometry from the Open Molecules 2025 dataset. Energies are from ωB97M-V/def2-TZVPD.

Each line ends with the Mulliken charge.
CARTESIAN COORDINATES (ANGSTROEM)
1 C -1.051 3.110 -2.752  -1.312
2 C -1.074 2.052 -1.804  0.912
3 N 0.100 1.668 -1.173  0.921
4 C 1.261 2.274 -1.470  1.018
5 C 1.325 3.296 -2.423  -0.838
6 C 0.153 3.716 -3.051  -0.536
7 C -2.234 1.313 -1.488  -1.749
8 P -2.145 0.182 -0.105  1.740
9 Co 0.004 0.299 0.315  -0.780
10 P 2.230 0.195 0.064  1.582
11 C 2.521 1.833 -0.753  -1.892
12 C -0.188 -1.386 1.391  0.428
13 C -0.712 -1.228 2.670  0.753
14 C -0.580 -2.249 3.623  -1.001
15 C -0.083 -3.501 3.248  -0.609
16 C 0.328 -3.691 1.927  -0.751
17 C 0.294 -2.634 0.998  -0.099
18 O -1.632 -0.455 -3.888  -0.644
19 O 1.002 -0.824 -3.325  -0.605
20 H -1.995 3.398 -3.223  0.506
21 H 2.306 3.734 -2.624  0.509
22 H 0.190 4.521 -3.779  0.422
23 C -3.158 0.888 1.206  -1.306
24 C -3.038 -1.268 -0.723  -1.415
25 H 3.357 1.727 -1.462  0.716
26 H 2.827 2.568 0.012  0.427
27 H -2.071 0.211 -3.308  0.271
28 H -3.191 1.588 -1.941  0.325
29 C 3.378 0.173 1.443  -1.355
30 C 3.042 -0.864 -1.135  -1.281
31 H -1.215 -0.300 2.942  0.075
32 H -0.868 -2.060 4.658  0.403
33 H -0.013 -4.312 3.979  0.357
34 H 0.682 -4.669 1.598  0.368
35 H 0.619 -2.789 -0.032  0.288
36 H -0.338 -0.678 -0.871  -0.422
37 H 1.205 -1.668 -3.759  0.283
38 H 0.042 -0.648 -3.533  0.293
39 H -1.858 -0.171 -4.787  0.277
40 H 0.535 -0.712 -0.763  -0.168
41 H -4.150 1.058 0.769  0.611
42 H -3.220 0.172 2.038  0.383
43 H -2.714 1.835 1.544  -0.033
44 H -4.084 -0.946 -0.841  0.445
45 H -2.616 -1.565 -1.696  0.345
46 H -2.968 -2.087 0.007  0.365
47 H 4.068 -0.477 -1.245  0.481
48 H 3.076 -1.893 -0.757  0.390
49 H 2.479 -0.811 -2.085  0.222
50 H 4.392 0.249 1.033  0.465
51 H 3.194 1.006 2.126  0.360
52 H 3.259 -0.784 1.966  0.353
53 C -1.702 3.702 3.063  -1.159
54 Si -0.203 2.621 3.318  0.149
55 C 1.369 3.665 3.539  -1.192
56 C -0.369 1.506 4.813  -1.073
57 C 0.326 1.577 1.816  0.193
58 H -1.721 4.475 3.845  0.383
59 H -2.628 3.117 3.130  0.364
60 H -1.669 4.204 2.085  0.343
61 H 1.300 4.347 4.396  0.396
62 H 2.227 2.995 3.693  0.284
63 H 1.562 4.250 2.630  0.285
64 H -1.289 0.913 4.761  0.287
65 H 0.482 0.814 4.853  0.289
66 H -0.379 2.113 5.728  0.476
67 H 0.760 2.386 1.193  -0.309
68 H 1.198 1.064 2.276  -0.210

Its charge is 0. For the HOMO-LUMO gap (alpha / beta), the calculation gives 5.047 / 4.948 eV. Its energy above the lowest of the compared OMol25 structures with the same formula, charge and spin is 0.00 kJ/mol. The calculation puts the molar mass at 487.52 u. Its spin multiplicity is 5. The value obtained for the electronic energy is -3384.1779 hartree. As for the expectation value of S²: 6.070.



Entry 2:
Here is a structure of composition C3H2O2Pm at a distorted geometry from the Open Molecules 2025 dataset. Energies are from ωB97M-V/def2-TZVPD.

Each line ends with the Mulliken charge.
CARTESIAN COORDINATES (ANGSTROEM)
1 O 1.753 0.021 0.683  -0.481
2 C 0.627 -0.665 0.481  0.374
3 C -0.284 -0.081 -0.558  -1.000
4 C -1.508 0.313 -0.194  0.702
5 O -2.499 0.699 0.250  -0.108
6 Pm 1.691 1.747 -0.596  1.686
7 H 0.197 -1.209 1.333  0.406
8 H 0.024 -0.824 -1.399  0.420

Its charge is +2. For the HOMO-LUMO gap (alpha / beta), the calculation gives 6.256 / 9.397 eV. Its energy above the lowest of the compared OMol25 structures with the same formula, charge and spin is 0.00 kJ/mol. The calculation puts the molar mass at 215.05 u. Its spin multiplicity is 6. The value obtained for the electronic energy is -873.5885 hartree. As for the expectation value of S²: 8.755.



Entry 3:
Here is a structure of composition C33H48GeLiN2O5S3Si from the Open Molecules 2025 dataset. Energies are from ωB97M-V/def2-TZVPD.

Each line ends with the Mulliken charge.
CARTESIAN COORDINATES (ANGSTROEM)
1 Li 2.129 0.775 -0.598  0.667
2 N 3.380 8.089 1.079  -0.778
3 C 3.198 6.952 0.881  0.263
4 C 2.979 5.592 0.644  0.289
5 C 3.832 4.566 1.173  -0.889
6 C 3.563 3.251 0.915  -0.559
7 N 2.516 2.804 0.167  0.150
8 C 1.709 3.778 -0.337  -0.322
9 C 1.876 5.119 -0.143  -0.814
10 H 4.689 4.832 1.780  0.398
11 H 4.200 2.474 1.325  0.456
12 H 0.878 3.416 -0.937  0.185
13 H 1.179 5.822 -0.583  0.432
14 C -2.161 2.476 -1.894  -1.575
15 C -1.692 1.498 -2.977  2.721
16 C -2.861 1.187 -3.912  -1.847
17 C -0.581 2.165 -3.801  -1.714
18 Si -0.836 0.035 -2.083  -2.529
19 O 0.382 0.549 -1.236  2.252
20 C -2.073 -0.948 -1.005  1.742
21 C -3.411 -1.227 -1.295  -0.525
22 C -4.203 -1.983 -0.438  -0.764
23 C -3.667 -2.488 0.739  -0.852
24 C -2.337 -2.234 1.047  -0.797
25 C -1.557 -1.472 0.186  -0.143
26 C -0.324 -1.249 -3.404  0.511
27 C 1.040 -1.508 -3.560  0.209
28 C 1.505 -2.436 -4.484  -0.864
29 C 0.607 -3.146 -5.269  -0.513
30 C -0.756 -2.925 -5.117  -0.796
31 C -1.207 -1.988 -4.195  -0.177
32 H -2.512 3.414 -2.345  0.545
33 H -1.347 2.712 -1.203  0.032
34 H -2.984 2.055 -1.311  0.233
35 H -3.136 2.089 -4.476  0.512
36 H -3.752 0.868 -3.366  0.303
37 H -2.608 0.413 -4.642  0.250
38 H -0.932 3.123 -4.206  0.515
39 H -0.284 1.531 -4.643  0.317
40 H 0.308 2.347 -3.195  0.049
41 H -3.856 -0.849 -2.209  -0.063
42 H -5.242 -2.174 -0.686  0.356
43 H -4.282 -3.078 1.410  0.339
44 H -1.906 -2.627 1.962  0.363
45 H -0.518 -1.270 0.423  0.281
46 H 1.737 -0.971 -2.928  0.138
47 H 2.571 -2.611 -4.586  0.480
48 H 0.965 -3.874 -5.989  0.322
49 H -1.466 -3.486 -5.715  0.379
50 H -2.278 -1.847 -4.079  0.260
51 C 0.472 -0.419 6.223  -0.803
52 C 0.341 -1.897 5.865  -0.774
53 C -0.160 -2.147 4.443  -0.401
54 C 0.835 -1.800 3.332  -0.409
55 Ge 1.107 0.055 2.760  -0.070
56 C -0.469 1.057 2.207  0.547
57 C -1.492 1.344 3.307  -0.281
58 C -2.753 2.032 2.781  -0.870
59 C -3.656 1.078 2.007  -0.666
60 H 0.679 -0.284 7.286  0.433
61 H -0.452 0.118 5.989  0.147
62 H 1.279 0.058 5.668  0.169
63 H -0.348 -2.375 6.568  0.387
64 H 1.310 -2.390 5.989  0.336
65 H -1.100 -1.602 4.302  0.031
66 H -0.412 -3.209 4.353  0.466
67 H 0.534 -2.291 2.402  -0.042
68 H 1.827 -2.205 3.549  0.613
69 H 1.999 0.894 3.685  -0.204
70 H -0.910 0.518 1.370  -1.143
71 H -0.083 1.993 1.791  0.597
72 H -1.029 1.971 4.077  0.423
73 H -1.796 0.415 3.802  -0.012
74 H -2.454 2.865 2.136  0.347
75 H -3.313 2.462 3.618  0.371
76 H -3.153 0.670 1.130  -0.137
77 H -4.565 1.578 1.664  0.436
78 H -3.951 0.231 2.633  0.287
79 C 0.572 -4.377 -1.818  -0.638
80 S 1.531 -3.299 -0.733  0.353
81 C 3.138 -3.481 -1.525  -0.836
82 H 0.687 -4.076 -2.862  0.000
83 H -0.476 -4.260 -1.541  0.153
84 H 0.860 -5.423 -1.697  0.430
85 H 3.604 -4.434 -1.269  0.328
86 H 3.760 -2.665 -1.163  0.223
87 H 3.018 -3.402 -2.608  0.136
88 S 4.441 0.835 -3.333  -0.146
89 C 3.221 1.446 -2.650  0.062
90 O 3.782 -0.326 -0.306  -0.742
91 S 3.475 -0.663 1.091  1.400
92 O 4.218 0.099 2.071  -0.719
93 O 1.955 -0.146 1.166  -0.468
94 O 3.450 -2.089 1.356  -0.738

Its charge is -2. For the HOMO-LUMO gap (alpha / beta), the calculation gives 3.441 / 7.306 eV. Its energy above the lowest of the compared OMol25 structures with the same formula, charge and spin is 21.69 kJ/mol. The calculation puts the molar mass at 756.59 u. Its spin multiplicity is 2. The value obtained for the electronic energy is -5340.6548 hartree. As for the expectation value of S²: 0.764.



Entry 4:
Here is a structure of composition C24H29N8O2Pb from the Open Molecules 2025 dataset. Energies are from ωB97M-V/def2-TZVPD.

Each line ends with the Mulliken charge.
CARTESIAN COORDINATES (ANGSTROEM)
1 Pb -0.271 0.992 -0.302  1.290
2 N -0.899 -0.063 2.770  -0.262
3 C -2.163 -0.428 3.409  -0.850
4 C -3.305 -0.586 2.471  0.095
5 N -3.193 -0.477 1.213  0.526
6 C -4.319 -0.327 0.273  -0.688
7 C -4.579 1.154 0.026  -0.802
8 N -3.492 1.760 -0.754  -0.442
9 H -0.408 0.565 3.397  0.308
10 H -0.308 -0.877 2.656  0.080
11 H -2.132 -1.247 4.134  0.368
12 H -2.507 0.434 4.000  0.482
13 H -2.693 -4.481 2.050  0.340
14 H -4.304 -0.684 2.890  0.483
15 H -2.247 -0.631 0.857  -0.369
16 H -4.055 -0.849 -0.646  0.333
17 H -5.190 -0.809 0.714  0.474
18 H -5.562 1.264 -0.438  0.422
19 H -4.628 1.650 0.997  0.383
20 H -3.603 1.505 -1.732  0.225
21 H -3.607 2.770 -0.741  0.260
22 C -0.361 -1.372 -4.354  -0.800
23 C 0.960 -1.373 -4.773  -0.588
24 C 1.886 -0.587 -4.102  -0.711
25 C 1.464 0.190 -3.032  0.692
26 N 0.192 0.170 -2.620  -0.120
27 C -0.695 -0.590 -3.263  -0.066
28 C 2.378 1.110 -2.300  0.681
29 C 3.594 1.496 -2.845  -0.879
30 C 4.379 2.407 -2.160  -0.889
31 C 3.928 2.913 -0.955  -0.851
32 C 2.706 2.487 -0.459  0.707
33 N 1.951 1.598 -1.124  0.120
34 C 2.152 3.032 0.811  0.699
35 C 2.908 3.783 1.700  -0.714
36 C 2.295 4.313 2.825  -0.473
37 C 0.945 4.080 3.038  -0.876
38 C 0.269 3.296 2.123  -0.133
39 N 0.858 2.781 1.040  -0.100
40 H -1.116 -1.957 -4.860  0.467
41 H 1.270 -1.974 -5.617  0.492
42 H 2.918 -0.589 -4.418  0.371
43 H -1.715 -0.560 -2.895  0.406
44 H 3.912 1.125 -3.806  0.369
45 H 5.322 2.736 -2.574  0.482
46 H 4.513 3.652 -0.429  0.359
47 H 3.960 3.957 1.533  0.360
48 H 2.868 4.907 3.525  0.478
49 H 0.429 4.496 3.891  0.433
50 H -0.786 3.079 2.245  0.597
51 C 2.593 -3.170 -0.242  -0.831
52 N 1.222 -3.352 0.258  0.096
53 C 0.749 -4.578 0.583  -0.107
54 C -0.508 -4.739 1.067  -1.160
55 C -1.280 -3.567 1.194  0.877
56 O -2.511 -3.595 1.704  -0.395
57 N -0.851 -2.373 0.834  0.267
58 C 0.422 -2.239 0.397  -0.180
59 O 0.918 -1.123 0.125  -0.483
60 H 3.103 -4.128 -0.205  0.337
61 H 3.114 -2.450 0.382  0.306
62 H 2.562 -2.806 -1.266  0.284
63 H 1.429 -5.407 0.444  0.400
64 H -0.882 -5.714 1.339  0.422

Its charge is +3. For the HOMO-LUMO gap, the calculation gives 8.332 eV. Its energy above the lowest of the compared OMol25 structures with the same formula, charge and spin is 14.58 kJ/mol. The calculation puts the molar mass at 668.75 u. The value obtained for the electronic energy is -1712.5615 hartree.